(1)
ORCA calculation (ωB97M-V/def2-TZVPD) on a 2-piece molecular cluster, C2H4O4 overall.

- Multiplicity: 1
- LUMO energy: 0.754 eV
- SMILES string: O=CO.O=CO

Last column: natural (NBO) charge in e.
Positions of all 10 atoms, in Å:
O 0.488 4.623 -4.707  -0.56
O -1.287 3.130 -4.721  -0.73
C -0.052 3.613 -4.307  0.65
H -1.936 3.686 -5.232  0.51
H 0.387 2.942 -3.542  0.13
O 0.373 -2.692 5.526  -0.56
O 0.081 -4.191 3.809  -0.72
C 0.868 -3.493 4.749  0.64
H -0.860 -3.866 3.798  0.50
H 1.938 -3.752 4.627  0.14

(2)
ORCA calculation (ωB97M-V/def2-TZVPD) on C3H5N3 as an isolated structure.

- Multiplicity: 1
- LUMO energy: 0.621 eV

Last column: natural (NBO) charge in e.
Positions of all 11 atoms, in Å:
N 1.679 0.396 -0.730  -0.82
C 0.898 0.214 0.350  0.32
N 0.993 -0.054 1.593  -0.25
H 1.977 -0.510 -1.087  0.39
H 1.204 0.854 -1.498  0.38
C -1.390 -0.180 -0.680  -0.43
N -0.514 -0.348 1.593  -0.47
C -0.538 -0.002 0.334  0.08
H -0.876 0.265 2.328  0.37
H -2.266 -0.795 -0.519  0.21
H -1.167 0.161 -1.683  0.20

(3)
ORCA calculation (ωB97M-V/def2-TZVPD) on one molecule with the formula C24H27N3O6.

- Multiplicity: 1
- LUMO energy: 0.725 eV
- SMILES string: COc1cc2c(=O)n(Cc3ccccc3)c(=O)n(CC(=O)NC[C@@H]3CCCO3)c2cc1OC

Last column: natural (NBO) charge in e.
Positions of all 60 atoms, in Å:
C -1.845 -4.933 2.104  -0.25
H -2.073 -5.648 2.893  0.20
O -2.193 -3.672 2.622  -0.48
C -2.010 -2.586 1.827  0.23
C -1.507 -2.607 0.548  -0.25
C -1.358 -1.424 -0.189  -0.17
C -1.740 -0.202 0.364  0.29
C -2.245 -0.173 1.665  -0.40
C -2.370 -1.336 2.401  0.40
O -2.818 -1.389 3.673  -0.48
C -3.168 -0.186 4.321  -0.26
H -4.027 0.291 3.839  0.18
H -2.332 0.519 4.347  0.19
H -3.436 -0.471 5.336  0.20
H -2.497 0.767 2.123  0.25
N -1.600 0.948 -0.393  -0.43
C -0.892 0.958 -1.569  0.82
O -0.586 2.010 -2.110  -0.68
N -0.584 -0.256 -2.127  -0.46
C -0.784 -1.492 -1.521  0.67
O -0.482 -2.521 -2.093  -0.62
C 0.030 -0.236 -3.456  -0.25
C 1.526 -0.083 -3.381  -0.05
C 2.119 1.158 -3.567  -0.20
C 3.495 1.294 -3.483  -0.22
C 4.286 0.191 -3.210  -0.22
C 3.699 -1.049 -3.021  -0.23
C 2.324 -1.187 -3.106  -0.15
H 1.861 -2.151 -2.960  0.23
H 4.314 -1.911 -2.811  0.21
H 5.360 0.297 -3.148  0.21
H 3.950 2.262 -3.633  0.21
H 1.498 2.018 -3.768  0.23
H -0.229 -1.188 -3.925  0.25
H -0.411 0.596 -4.008  0.23
C -2.042 2.237 0.117  -0.32
H -2.076 2.930 -0.727  0.26
H -3.036 2.139 0.556  0.23
C -1.032 2.730 1.161  0.68
O -1.288 2.812 2.345  -0.63
N 0.161 3.021 0.609  -0.61
H 0.263 2.835 -0.381  0.42
C 1.368 2.991 1.404  -0.25
H 2.189 3.367 0.793  0.20
H 1.235 3.630 2.279  0.22
C 1.637 1.538 1.869  0.08
C 3.101 1.307 2.244  -0.43
H 3.174 0.463 2.929  0.21
C 3.732 0.958 0.893  -0.44
H 4.150 1.845 0.417  0.20
C 2.550 0.416 0.071  -0.08
H 2.630 -0.657 -0.122  0.19
O 1.368 0.617 0.830  -0.55
H 2.465 0.930 -0.893  0.18
H 4.524 0.220 0.990  0.22
H 3.549 2.182 2.710  0.21
H 0.938 1.301 2.677  0.21
H -1.200 -3.519 0.064  0.25
H -0.780 -4.988 1.859  0.18
H -2.433 -5.177 1.213  0.18

(4)
ORCA calculation (ωB97M-V/def2-TZVPD) on one molecule with the formula C10H21N5.

- Multiplicity: 1
- LUMO energy: 0.963 eV
- SMILES string: [H]/N=C(\NNN1CCC1)NC1CCCCC1

Last column: natural (NBO) charge in e.
Positions of all 36 atoms, in Å:
N -0.054 -1.591 -0.158  -0.80
C 0.359 -0.411 0.052  0.57
N 1.636 -0.223 0.470  -0.50
N 2.529 -1.196 1.066  -0.33
N 3.884 -0.978 0.735  -0.31
N -0.413 0.713 -0.123  -0.63
C 4.834 -2.028 1.141  -0.22
C 4.251 -1.172 -0.649  -0.22
C 5.156 -2.308 -0.262  -0.43
C -4.503 1.913 -0.113  -0.39
C -4.098 0.656 0.712  -0.40
C -3.775 1.897 -1.464  -0.40
C -2.562 0.532 0.920  -0.41
C -2.242 1.888 -1.230  -0.40
C -1.844 0.638 -0.442  -0.05
H 0.732 -2.191 0.038  0.34
H 2.014 0.651 0.193  0.36
H 2.373 -1.278 2.089  0.36
H -0.040 1.613 0.228  0.39
H 5.675 -1.634 1.674  0.20
H 4.405 -2.865 1.694  0.20
H 4.814 -0.301 -1.054  0.18
H 3.468 -1.393 -1.376  0.21
H 6.180 -2.095 -0.613  0.21
H 4.795 -3.276 -0.627  0.21
H -5.607 1.949 -0.253  0.21
H -4.236 2.799 0.488  0.19
H -4.665 0.717 1.677  0.21
H -4.473 -0.216 0.165  0.19
H -4.117 1.013 -1.994  0.20
H -4.100 2.785 -2.014  0.21
H -2.333 -0.429 1.412  0.23
H -2.230 1.339 1.543  0.19
H -1.968 2.814 -0.679  0.19
H -1.730 1.915 -2.215  0.22
H -2.115 -0.245 -1.032  0.23

(5)
ORCA calculation (ωB97M-V/def2-TZVPD) on one molecule with the formula C20H26N2O3S2.

- Multiplicity: 1
- LUMO energy: 0.558 eV
- SMILES string: CN(c1ccc(C(=O)NCCSC(C)(C)C)cc1)S(=O)(=O)c1ccccc1

Last column: natural (NBO) charge in e.
Positions of all 53 atoms, in Å:
C 3.616 3.885 -0.642  -0.42
N 3.245 2.518 -0.353  -0.70
C 2.094 1.971 -0.921  0.25
C 1.442 2.585 -1.992  -0.28
C 0.275 2.049 -2.496  -0.14
C -0.283 0.897 -1.950  -0.16
C 0.381 0.273 -0.897  -0.17
C 1.547 0.805 -0.384  -0.26
H 2.059 0.299 0.417  0.24
H 0.010 -0.651 -0.477  0.21
C -1.537 0.373 -2.560  0.66
O -1.841 0.589 -3.720  -0.63
N -2.342 -0.317 -1.717  -0.62
H -2.031 -0.528 -0.781  0.40
C -3.503 -1.037 -2.173  -0.24
C -3.284 -2.544 -2.073  -0.53
H -2.393 -2.828 -2.633  0.23
H -4.138 -3.095 -2.459  0.22
S -2.975 -3.072 -0.349  0.14
C -4.593 -3.786 0.226  -0.10
C -4.878 -5.071 -0.538  -0.63
H -4.048 -5.766 -0.430  0.22
H -5.032 -4.881 -1.599  0.21
H -5.779 -5.542 -0.147  0.21
C -4.367 -4.088 1.705  -0.62
H -5.258 -4.543 2.133  0.21
H -3.530 -4.771 1.829  0.22
H -4.145 -3.173 2.250  0.22
C -5.715 -2.772 0.056  -0.63
H -5.463 -1.839 0.556  0.22
H -6.629 -3.164 0.501  0.21
H -5.913 -2.567 -0.993  0.21
H -4.373 -0.738 -1.579  0.20
H -3.663 -0.752 -3.217  0.24
H -0.225 2.514 -3.332  0.24
H 1.850 3.475 -2.443  0.22
S 4.601 1.599 0.067  2.31
O 5.715 2.035 -0.724  -0.93
O 4.275 0.208 0.068  -0.92
C 4.848 2.148 1.756  -0.25
C 3.802 2.038 2.652  -0.21
C 3.990 2.445 3.963  -0.21
C 5.218 2.953 4.359  -0.19
C 6.260 3.059 3.452  -0.21
C 6.075 2.653 2.139  -0.22
H 6.861 2.720 1.404  0.25
H 7.214 3.455 3.765  0.22
H 5.362 3.268 5.382  0.22
H 3.182 2.365 4.674  0.22
H 2.858 1.641 2.316  0.23
H 2.743 4.529 -0.541  0.21
H 4.052 3.995 -1.639  0.21
H 4.364 4.180 0.092  0.22

(6)
ORCA calculation (ωB97M-V/def2-TZVPD) on C49H35BrF3N10O4S2V as an isolated structure.

- Net charge: +1
- ⟨S²⟩: 0.771
- Multiplicity: 2
- LUMO energy (spin up / spin down): -3.978 / -3.391 eV

Last column: Mulliken spin population.
Positions of all 105 atoms, in Å:
V -0.657 1.502 1.378  1.06
N -3.608 4.074 3.095  0.00
C -3.347 3.255 2.074  0.00
N -2.095 2.866 2.167  -0.02
C -1.636 3.497 3.278  0.00
N -2.525 4.235 3.884  0.00
C -0.242 3.289 3.645  0.03
C 0.424 4.037 4.604  0.00
N 1.698 3.815 4.888  0.01
C 2.302 2.846 4.209  -0.01
C 1.661 2.103 3.230  0.03
N 0.383 2.338 2.938  -0.02
H -4.472 4.540 3.321  0.00
H -4.052 2.967 1.314  0.00
H -0.098 4.823 5.133  0.00
H 3.342 2.653 4.435  0.00
H 2.168 1.335 2.669  0.00
F -3.495 -0.912 5.289  0.00
C -2.814 -2.019 4.950  0.00
F -3.066 -2.934 5.899  0.00
F -3.355 -2.489 3.807  0.00
C -1.334 -1.764 4.802  0.00
C -0.445 -2.469 5.589  0.00
C 0.920 -2.264 5.439  0.00
C 1.323 -1.353 4.484  0.00
N 0.481 -0.663 3.714  0.00
C -0.828 -0.846 3.863  0.01
S -1.934 0.054 2.826  -0.04
H -0.819 -3.179 6.313  0.00
H 1.641 -2.795 6.042  0.00
H 2.378 -1.163 4.315  0.00
Br 3.987 0.379 -6.082  0.00
C 4.181 -0.877 -4.685  0.00
C 5.448 -1.311 -4.332  0.00
C 5.584 -2.229 -3.303  0.00
C 4.464 -2.666 -2.613  0.00
C 3.194 -2.270 -3.012  0.00
C 3.047 -1.372 -4.053  0.00
N 4.711 -3.614 -1.557  0.00
N 4.133 -3.572 -0.469  0.00
C 3.216 -2.521 -0.105  -0.01
C 1.975 -2.898 0.335  0.00
C 1.034 -1.924 0.728  -0.02
C 1.385 -0.607 0.688  0.01
O 0.454 0.345 0.997  -0.06
C 2.694 -0.175 0.348  0.00
N 2.996 1.145 0.442  0.01
C 4.213 1.510 0.141  0.00
C 5.236 0.610 -0.233  0.00
C 4.946 -0.718 -0.308  0.00
C 3.628 -1.157 -0.039  0.00
H 6.316 -0.949 -4.865  0.00
H 6.558 -2.607 -3.023  0.00
H 2.320 -2.681 -2.533  0.00
H 2.063 -1.061 -4.372  0.00
H 1.713 -3.947 0.354  0.00
H 0.045 -2.204 1.069  0.00
H 4.427 2.571 0.207  0.00
H 6.232 0.979 -0.433  0.00
H 5.715 -1.439 -0.546  0.00
O -2.186 1.196 0.003  0.01
S -2.871 0.206 -0.945  0.00
C -1.520 -0.342 -2.020  0.00
C -1.756 -1.576 -2.838  0.00
C -2.664 -1.595 -3.892  0.00
C -2.824 -2.742 -4.651  0.00
C -2.064 -3.873 -4.377  0.00
C -1.152 -3.857 -3.335  0.00
C -1.007 -2.712 -2.564  0.00
C -3.292 -1.262 0.017  0.00
C -4.398 -2.059 -0.631  0.00
C -5.559 -1.435 -1.079  0.00
C -6.589 -2.182 -1.628  0.00
C -6.473 -3.561 -1.721  0.00
C -5.328 -4.189 -1.257  0.00
C -4.294 -3.441 -0.717  0.00
H -0.671 -0.454 -1.345  0.00
H -1.318 0.531 -2.642  0.00
H -3.248 -0.712 -4.122  0.00
H -3.537 -2.754 -5.463  0.00
H -2.183 -4.763 -4.980  0.00
H -0.557 -4.735 -3.120  0.00
H -0.301 -2.689 -1.742  0.00
H -3.618 -0.853 0.976  -0.01
H -2.384 -1.841 0.192  0.00
H -5.669 -0.361 -0.994  0.00
H -7.486 -1.687 -1.973  0.00
H -7.278 -4.146 -2.146  0.00
H -5.235 -5.265 -1.319  0.00
H -3.401 -3.935 -0.357  0.00
O 0.696 1.658 -1.509  0.00
C 0.609 2.754 -1.001  0.02
N -0.018 3.045 0.219  -0.03
C 0.026 4.423 0.429  0.00
O -0.411 5.009 1.396  0.01
C 0.736 5.047 -0.726  0.00
C 1.038 6.368 -0.986  0.00
C 1.750 6.631 -2.153  0.00
C 2.138 5.602 -3.011  0.00
C 1.822 4.275 -2.736  0.00
C 1.114 4.032 -1.576  -0.01
H 0.738 7.157 -0.311  0.00
H 2.008 7.651 -2.402  0.00
H 2.692 5.843 -3.908  0.00
H 2.115 3.470 -3.394  0.00

no.,maximum force (eV/A)
1,3.03
2,6.52
3,0.91
4,3.19
5,1.18
6,1.79